Molecular formula: C7H19F2NaO3S2
Method: DFT, ωB97M-V/def2-TZVPD

Computed properties:
Charge: -2
HOMO in eV: -0.357
Lowest unoccupied orbital energy in eV: 4.0
E in Eh: -1662.1200
2S+1: 1
Kohn-Sham gap in eV: 4.34

Element x y z (Å)
Na  -1.49603  -0.79522  1.79963
F  -1.87769  -3.03189  1.03518
F  -3.75396  -0.73679  2.68017
C  -2.34160  2.26166  -1.30853
C  -1.56032  2.54169  -0.03487
C  -1.37956  4.04018  0.13130
O  -1.97538  1.68166  1.04879
H  -2.44684  1.20912  -1.57159
H  -1.95049  2.78819  -2.17909
H  -3.38121  2.39830  -1.01081
H  -0.52274  2.31592  -0.28096
H  -2.37187  4.48706  0.19246
H  -0.87808  4.49233  -0.72436
H  -0.73961  4.29028  0.97747
C  1.27061  -3.52584  1.49209
S  2.14276  -1.90353  1.53546
O  1.07300  -0.91494  1.84636
C  3.11420  -2.03699  3.12089
H  0.83208  -3.65017  0.50198
H  0.55399  -3.52498  2.31341
H  1.86902  -4.42880  1.61322
H  2.55048  -2.42271  3.97033
H  3.49529  -1.13194  3.59389
H  3.86744  -2.80912  2.96427
C  0.61931  0.92641  -3.32131
S  0.04655  -0.90402  -2.96001
O  0.99683  -1.83085  -3.57960
C  0.45837  -0.87235  -1.17749
H  1.70830  0.89303  -3.28852
H  0.20366  1.60460  -2.57606
H  0.34882  1.28344  -4.31501
H  1.52751  -0.71981  -1.02991
H  0.14306  -1.84534  -0.80070
H  -0.14587  -0.12859  -0.65806

Atomic partial charges in e from the natural (NBO) method, atoms 1 to 4: Na 0.96; F -0.98; F -0.99; C -0.66



Molecular formula: C7H19N2O4
Method: DFT, ωB97M-V/def2-TZVPD

Computed properties:
Charge: +1
HOMO in eV: -11.750
Lowest unoccupied orbital energy in eV: -2.7
E in Eh: -688.3180
2S+1: 1
Kohn-Sham gap in eV: 9.08

Element x y z (Å)
C  0.38551  0.70458  -3.35805
C  0.48073  2.44605  0.93161
C  -1.44187  -0.72421  1.07633
C  -0.97954  -1.75441  2.14706
C  -0.46689  0.31823  -2.14252
C  0.09575  1.12778  1.58319
C  0.43881  -0.26780  -1.07720
N  -0.38779  0.15574  0.71027
N  0.47812  -1.93789  1.95450
O  -1.39321  -0.71042  -2.43975
O  1.24165  0.57609  2.34465
O  1.63879  0.30677  -0.96378
O  0.45941  -1.61745  -0.99584
H  0.93601  -0.15866  -3.72874
H  1.09452  1.47689  -3.07705
H  -0.25032  1.08481  -4.15266
H  0.80525  3.15643  1.68930
H  1.26706  2.30122  0.19702
H  -0.39268  2.85282  0.42626
H  -1.76987  -1.25103  0.17886
H  -2.30622  -0.17134  1.46302
H  -1.50409  -2.70196  2.02997
H  -1.15000  -1.37127  3.15200
H  -0.98011  1.20149  -1.74862
H  -0.66805  1.30829  2.35735
H  0.87108  -2.64978  2.57356
H  0.92448  -0.96942  2.14393
H  0.64165  -2.16216  0.95938
H  -1.86264  -0.48942  -3.25222
H  2.04100  1.06047  2.11280
H  2.26829  -0.29053  -0.53621
H  -0.28910  -1.94061  -1.53730

Atomic partial charges in e from the natural (NBO) method, atoms 1 to 4: C -0.63; C -0.65; C -0.24; C -0.25



Molecular formula: C7H19N2P
Method: DFT, ωB97M-V/def2-TZVPD

Computed properties:
Charge: 0
HOMO (spin up / spin down) in eV: -5.565 / -8.633
<S²>: 2.012
Lowest unoccupied orbital energy (spin up / spin down) in eV: 0.9 / -0.9
E in Eh: -728.7605
2S+1: 3
Kohn-Sham gap (spin up / spin down) in eV: 6.47 / 7.78

Element x y z (Å)
C  -0.53073  2.20715  1.01182
C  0.11244  0.23920  2.49593
C  1.98797  1.58346  1.34205
C  -2.02861  0.30887  -2.19359
C  -0.58142  -3.34566  -0.32614
C  1.20768  -0.04489  -1.94620
C  0.49856  1.13337  1.36372
N  -1.55553  -0.67976  -1.27268
N  0.36420  -2.10324  -0.17356
P  -0.10794  -0.49441  -0.68276
H  -0.75638  2.97005  1.76106
H  -0.28173  2.76114  -0.00539
H  -1.43434  1.58356  0.74802
H  0.28223  -0.78399  2.20858
H  -0.82574  0.58104  2.79512
H  0.75179  0.36927  3.38705
H  2.19028  2.08470  0.36052
H  2.05571  2.53938  2.00701
H  2.83947  0.92513  1.40664
H  -1.33295  1.02152  -2.50351
H  -2.95134  0.58395  -1.74104
H  -2.21027  -0.39518  -3.10344
H  -0.14703  -3.95855  -1.07941
H  -0.65211  -4.04518  0.47024
H  -1.64822  -3.04771  -0.66776
H  2.04160  -0.66220  -1.70220
H  0.79500  -0.24284  -2.98414
H  1.33051  1.08155  -1.75248
H  0.58690  -2.16975  0.77655

Atomic partial charges in e from the natural (NBO) method, atoms 1 to 4: C -0.70; C -0.70; C -0.70; C -0.45



Molecular formula: C7H19N3O
Method: DFT, ωB97M-V/def2-TZVPD

Computed properties:
Charge: 0
HOMO (spin up / spin down) in eV: -3.030 / -9.937
<S²>: 2.005
Lowest unoccupied orbital energy (spin up / spin down) in eV: 0.8 / -3.4
E in Eh: -517.2489
2S+1: 3
Kohn-Sham gap (spin up / spin down) in eV: 3.87 / 6.54

Element x y z (Å)
C  -1.89974  -2.16176  -0.00870
C  -0.16692  2.65034  0.21147
C  2.08196  0.07886  -1.63215
C  2.13781  -0.44321  1.80439
C  -2.08981  -0.73963  -0.63891
C  -1.03228  1.58970  -0.52757
C  -1.10759  0.22779  0.14641
N  0.83525  -0.43977  -1.19540
N  0.84703  -0.76832  1.23281
N  0.46536  -0.06415  0.15435
O  -1.50272  0.30640  1.48771
H  -0.91991  -2.54484  -0.06876
H  -2.35431  -1.99354  0.88883
H  -2.56707  -2.79575  -0.64968
H  -0.63830  2.91630  1.22553
H  -0.31158  3.48445  -0.33894
H  0.80714  2.28301  0.18456
H  2.85200  -0.42974  -1.02687
H  2.11056  -0.15309  -2.62898
H  2.26006  1.20851  -1.69752
H  2.16648  0.58961  1.89565
H  2.13498  -0.76891  2.75085
H  2.85488  -0.92262  1.13926
H  -3.05250  -0.43918  -0.60419
H  -1.71942  -0.62450  -1.62238
H  -0.71304  1.49628  -1.47720
H  -2.11447  1.84511  -0.66213
H  0.79900  -1.41610  -1.54456
H  0.70991  -1.80796  1.20450
H  -0.87276  -0.16328  1.99767

Atomic partial charges in e from the natural (NBO) method, atoms 1 to 4: C -0.65; C -0.60; C -0.61; C -0.42



Question: Which of these has the highest E?
Answer: C7H19N3O



Question: Number 1 is which compound?
Answer: C7H19F2NaO3S2